[1]
C5H4N3O4S | ωB97M-V with the def2-TZVPD basis set

CARTESIAN COORDINATES (ANGSTROEM)
C (3.216, 0.207, -0.900)
C (0.020, 1.753, 1.100)
C (-1.959, 0.023, -1.049)
C (-2.298, -0.967, -0.190)
C (1.302, 0.004, 0.199)
N (2.274, 0.877, -0.323)
N (1.507, -1.261, -0.064)
N (0.275, 0.455, 0.820)
O (-3.526, -1.549, -0.405)
O (0.532, 2.783, 0.609)
O (-1.350, 0.658, -1.864)
O (-1.695, -1.048, 1.140)
S (2.913, -1.527, -0.855)
H (4.140, 0.524, -1.220)
H (-0.866, 1.763, 1.664)
H (-3.593, -2.350, 0.135)
H (-0.891, -0.346, 1.203)

The LUMO energy is 3.028 eV. The HOMO-LUMO gap is 7.03 eV. The total energy is -1056.3261 Eh. The net charge is -1.

=====

[2]
C5H4N4O | ωB97M-V with the def2-TZVPD basis set

CARTESIAN COORDINATES (ANGSTROEM)
C (0.232, 0.852, -1.819)
C (-0.245, -0.142, -0.969)
C (0.909, 1.763, -1.008)
C (0.388, 0.046, 0.266)
C (1.936, 2.987, 1.230)
N (1.739, 1.730, 1.290)
N (1.180, 1.194, 0.166)
N (1.877, 4.111, 0.596)
N (0.217, -0.570, 1.447)
O (2.436, 3.970, 1.981)
H (-0.011, 0.984, -2.854)
H (-0.908, -0.951, -1.207)
H (-0.692, -0.939, 1.682)
H (0.827, -0.270, 2.195)

The LUMO energy (spin up / spin down) is -2.142 / -0.876 eV. The HOMO-LUMO gap (spin up / spin down) is 5.54 / 7.12 eV. The total energy is -486.9117 Eh. The net charge is 0.

=====

[3]
C5H4N5O3 | ωB97M-V with the def2-TZVPD basis set

CARTESIAN COORDINATES (ANGSTROEM)
C (0.788, 1.549, -0.099)
C (0.473, 0.277, -0.135)
C (2.241, 1.760, -0.406)
C (5.519, -0.236, 0.943)
C (-0.777, -0.491, -0.217)
N (6.065, -0.869, 0.059)
N (5.536, -1.202, -1.111)
N (4.427, -0.733, -1.398)
N (2.673, 0.479, -0.512)
N (3.898, -0.026, -0.418)
O (2.927, 2.766, -0.589)
O (5.343, 0.380, 1.938)
O (1.623, -0.437, -0.243)
H (0.046, 2.428, -0.017)
H (-0.669, -0.686, -1.288)
H (-1.562, 0.101, 0.337)
H (-0.545, -1.442, 0.171)

The LUMO energy is 3.147 eV. The HOMO-LUMO gap is 7.23 eV. The total energy is -692.3161 Eh. The net charge is -1.

=====

[4]
C5H4O | ωB97M-V with the def2-TZVPD basis set

CARTESIAN COORDINATES (ANGSTROEM)
C (2.238, -0.541, -0.090)
C (1.152, -0.012, 0.090)
C (-0.168, 0.559, 0.009)
C (-0.373, 1.895, 0.009)
C (-1.287, -0.387, -0.101)
O (-1.170, -1.598, 0.094)
H (3.141, -1.194, -0.118)
H (-1.360, 2.242, -0.167)
H (0.506, 2.532, 0.324)
H (-2.305, 0.118, -0.299)

The LUMO energy is -0.298 eV. The SMILES is C#CC(=C)C=O. The HOMO-LUMO gap is 9.42 eV. The total energy is -268.0489 Eh. The net charge is 0.

=====

[5]
C5H4O | ωB97M-V with the def2-TZVPD basis set

CARTESIAN COORDINATES (ANGSTROEM)
C (-1.058, 0.295, -0.168)
C (-0.560, -0.957, -0.246)
C (0.766, -0.831, 0.256)
O (1.898, -0.239, -0.339)
C (1.110, 0.590, 0.260)
C (0.011, 1.287, 0.006)
H (-1.971, 0.505, -0.630)
H (-1.078, -1.862, -0.350)
H (1.053, -1.195, 1.188)
H (-0.170, 2.408, 0.023)

The LUMO energy (spin up / spin down) is 0.143 / 0.144 eV. The SMILES is C1=C[C@H]2OC2=C1. The HOMO-LUMO gap (spin up / spin down) is 8.66 / 8.66 eV. The total energy is -267.9594 Eh. The net charge is 0.

=====

[6]
C5H4O2 | ωB97M-V with the def2-TZVPD basis set

CARTESIAN COORDINATES (ANGSTROEM)
O (-1.420, -0.148, -2.235)
C (-0.705, 0.082, -1.300)
C (0.630, -0.435, -1.044)
C (1.030, -0.540, 0.235)
C (0.228, 0.004, 1.287)
C (-0.747, 0.876, 0.949)
O (-1.171, 0.974, -0.322)
H (1.195, -0.826, -1.877)
H (1.946, -1.052, 0.523)
H (0.256, -0.547, 2.203)
H (-1.242, 1.611, 1.581)

The LUMO energy is 0.266 eV. The SMILES is O=c1cccco1. The HOMO-LUMO gap is 9.33 eV. The total energy is -343.3704 Eh. The net charge is 0.

=====

[7]
C5H4O2 | ωB97M-V with the def2-TZVPD basis set

CARTESIAN COORDINATES (ANGSTROEM)
O (-1.032, 1.413, 1.595)
C (-1.119, 0.026, 1.243)
C (-0.773, -0.621, -0.013)
C (0.122, -0.467, -1.076)
C (1.378, -0.813, -0.517)
O (1.373, -0.880, 0.820)
C (0.130, -0.885, 1.213)
H (-0.659, 2.080, 1.004)
H (-1.758, -0.265, 2.034)
H (0.173, -0.264, -2.130)
H (2.339, -0.876, -0.874)

The LUMO energy (spin up / spin down) is 0.492 / 0.492 eV. The SMILES is O[C@H]1c2ccoc21. The HOMO-LUMO gap (spin up / spin down) is 9.24 / 9.24 eV. The total energy is -343.1959 Eh. The net charge is 0.

=====

[8]
C5H4O2 | ωB97M-V with the def2-TZVPD basis set

CARTESIAN COORDINATES (ANGSTROEM)
C (0.302, 0.860, 0.240)
C (-0.747, 0.084, 0.413)
C (-1.055, -1.232, 0.343)
C (1.447, -0.061, -0.160)
C (-2.091, -0.324, -0.179)
O (1.178, -1.237, -0.424)
O (2.617, 0.562, 0.062)
H (0.388, 1.917, 0.555)
H (-3.084, -0.394, 0.256)
H (-2.124, 0.042, -1.155)
H (3.170, -0.217, 0.050)

The LUMO energy is -0.933 eV. The HOMO-LUMO gap is 8.13 eV. The total energy is -343.1955 Eh. The net charge is 0.

=====

[9]
C5H4O2S | ωB97M-V with the def2-TZVPD basis set

CARTESIAN COORDINATES (ANGSTROEM)
O (-2.259, -0.713, 1.485)
C (-1.915, -0.039, 0.603)
C (-0.662, -0.235, -0.210)
O (0.045, -1.183, 0.492)
C (1.425, -0.769, 0.489)
C (1.598, 0.392, -0.163)
C (0.306, 0.765, -0.702)
S (-0.515, -0.323, -1.991)
H (-2.455, 0.910, 0.272)
H (2.117, -1.437, 0.962)
H (2.527, 0.963, -0.382)
H (-0.213, 1.669, -0.855)

The LUMO energy is 0.647 eV. The SMILES is O=C[C@]12OC=C[C@H]1S2. The HOMO-LUMO gap is 9.89 eV. The total energy is -741.5085 Eh. The net charge is 0.

=====

[10]
C5H4O3 | ωB97M-V with the def2-TZVPD basis set

CARTESIAN COORDINATES (ANGSTROEM)
O (2.537, 0.059, -0.025)
C (1.364, -0.010, 0.151)
C (0.437, -1.166, 0.247)
O (-0.435, -0.643, 1.262)
C (-1.065, 0.414, 0.541)
C (-0.795, 0.074, -0.884)
O (-0.246, -1.231, -0.985)
C (0.204, 1.041, -0.181)
H (0.851, -2.207, 0.582)
H (-1.653, 1.048, 1.298)
H (-1.568, 0.484, -1.649)
H (0.369, 2.139, -0.358)

The LUMO energy is 0.830 eV. The SMILES is O=C1[C@H]2O[C@@H]3[C@H](O2)[C@H]13. The HOMO-LUMO gap is 10.18 eV. The total energy is -418.5248 Eh. The net charge is 0.

=====

- What is the net charge in the tenth record?
  0

=====

- Number 2 is which compound?
  C5H4N4O